# 1
8
Properties=species:S:1:pos:R:3:mulliken_charge:R:1 method="wB97M-V/def2-TZVPD" energy_ev=-28655.0279 lumo_energy_ev=0.76 mol_weight_g_mol=111.96 relative_energy_kcal_mol=44.0 homo_ev=-10.103 total_charge=0 max_force_ha_per_bohr=0.0437 smiles="ClC1=NC1.Cl"
C 0.007 0.926 0.030 -0.31
C 1.158 0.054 0.120 0.50
N 0.331 -0.129 1.037 -0.35
Cl 2.627 -0.555 -0.348 -0.13
Cl -1.377 -1.993 0.066 -0.23
H -0.138 1.995 0.428 0.19
H -0.760 0.750 -0.701 0.11
H -1.849 -1.048 -0.633 0.22

=====

# 2
10
Properties=species:S:1:pos:R:3:mulliken_charge:R:1 method="wB97M-V/def2-TZVPD" energy_ev=-39434.6569 lumo_energy_ev=-0.12 mol_weight_g_mol=156.94 relative_energy_kcal_mol=61.8 homo_ev=-9.887 total_charge=0 max_force_ha_per_bohr=0.1138 smiles="[H]/N=P/N1[C@H](Cl)[C@H]1Cl"
C -0.236 -1.343 0.506 -0.05
C -0.844 -0.294 -0.354 -0.11
N 0.035 0.026 0.662 -0.12
N 1.024 1.928 -0.497 -0.45
P 1.397 1.015 0.662 0.09
Cl 1.149 -2.112 -0.216 -0.20
Cl -2.646 0.001 0.073 -0.25
H -0.686 -1.875 1.192 0.42
H -0.762 -0.104 -1.356 0.43
H 1.570 2.757 -0.672 0.24

=====

# 3
10
Properties=species:S:1:pos:R:3:mulliken_charge:R:1 method="wB97M-V/def2-TZVPD" energy_ev=-32748.5771 lumo_energy_ev=-0.58 mol_weight_g_mol=143.96 relative_energy_kcal_mol=102.6 homo_ev=-10.473 total_charge=0 max_force_ha_per_bohr=0.0559 smiles="C=C(Cl)[N+](=O)[O-].Cl"
C -0.337 -0.690 0.235 -0.61
C -1.064 0.323 -0.240 0.30
N -2.042 0.913 0.620 0.84
O -1.854 1.128 1.794 -0.52
O -3.095 1.136 0.084 -0.51
Cl 2.108 2.053 0.226 -0.21
Cl -0.934 1.138 -1.693 -0.11
H 0.567 -1.092 -0.089 0.35
H 2.975 2.872 0.673 0.23
H -0.598 -1.019 1.221 0.24